Entry from the OMol25 dataset: an isolated molecule of C3H4N2O2 at a distorted geometry (the ωB97M-V functional and the def2-TZVPD basis).

Structure (XYZ):
```
11
Properties=species:S:1:pos:R:3:lowdin_charge:R:1
C -0.204 0.078 -0.969 0.0113
C 0.921 0.614 -1.438 -0.0775
C -0.003 -0.019 0.506 -0.6096
N 1.779 0.885 -0.340 0.0696
N 1.307 0.559 0.719 0.1096
O -0.008 -1.394 0.990 0.0391
O -1.044 0.595 1.180 0.0256
H -1.142 -0.240 -1.338 0.1108
H 1.040 1.075 -2.377 0.0919
H 0.890 -1.589 1.036 0.0524
H -1.183 0.230 2.148 0.1768
```

spin multiplicity	3
gap between HOMO and LUMO (spin up / spin down)	8.36 / 7.55	eV
E_HOMO (spin up / spin down)	-7.49 / -10.09	eV
max |F|	3.96	eV/Å
relative energy (zero: lowest compared OMol25 entry of this formula, charge and spin)	14.7	kcal/mol